Entry 1:
19
Properties=species:S:1:pos:R:3:forces:R:3:nbo_charge:R:1 method="wB97M-V/def2-TZVPD" charge=+1 e_homo_ev="-11.3 / -11.3" fmax_ha_per_bohr=0.0953
C -0.102 0.186 -0.404 -1.596 0.262 -1.316 -0.39
C -1.484 0.153 0.569 3.264 0.324 1.901 -0.36
C 1.227 -0.472 -0.089 -1.475 -0.308 0.523 0.67
C 0.066 1.668 -0.906 -3.383 -1.485 0.605 -0.58
C 2.304 0.075 0.803 -2.592 -0.408 -0.732 -0.70
N -2.673 -0.735 0.135 3.799 -0.096 -3.090 -0.73
O 1.273 -1.721 -0.448 -1.114 0.276 -0.471 -0.59
H -0.575 -0.464 -1.167 0.870 0.269 -0.360 0.24
H -0.973 -0.307 1.484 -1.648 0.155 -0.541 0.15
H 1.059 1.683 -1.074 3.462 1.266 -1.104 0.18
H -0.258 2.368 -0.112 0.212 -0.381 -0.606 0.24
H -0.519 1.808 -1.866 0.733 -0.017 1.249 0.24
H 1.661 0.058 1.690 0.470 0.392 0.660 0.28
H 2.602 1.073 0.584 0.132 0.743 -0.116 0.28
H 3.098 -0.601 0.912 1.184 -0.767 0.135 0.24
H -3.288 -0.520 0.843 -1.940 -0.411 2.329 0.44
H -2.365 -1.727 -0.047 -1.456 0.935 0.255 0.42
H -3.057 -0.216 -0.680 0.317 -1.073 0.256 0.44
H 2.001 -2.308 -0.227 0.762 0.324 0.424 0.53

=====

Entry 2:
93
Properties=species:S:1:pos:R:3:forces:R:3:lowdin_charge:R:1 method="wB97M-V/def2-TZVPD" charge=+2 e_homo_ev=-12.7 fmax_ha_per_bohr=0.0126
Os -0.124 -0.980 -0.435 -0.615 0.204 0.009 1.33
O -3.330 2.192 -0.918 0.092 -0.033 0.076 0.06
C -4.205 1.433 -1.623 0.011 -0.037 -0.019 -0.25
C -5.406 2.032 -1.995 0.062 0.043 0.048 0.00
C -6.348 1.320 -2.704 0.015 -0.029 0.001 -0.05
C -6.121 -0.011 -3.058 0.012 0.008 0.010 -0.06
C -4.938 -0.610 -2.695 -0.025 0.009 0.000 -0.02
C -3.958 0.098 -1.981 0.003 0.025 -0.034 -0.09
C -2.713 -0.583 -1.634 0.100 0.252 0.171 -0.43
O -1.722 0.159 -1.135 0.128 -0.024 -0.078 -0.37
N -2.568 -1.848 -1.835 -0.013 -0.403 -0.165 0.11
N -1.317 -2.284 -1.430 0.051 0.252 0.109 -0.16
C -1.024 -3.506 -1.711 0.190 -0.188 -0.011 -0.03
C 0.283 -4.093 -1.519 -0.252 0.138 0.021 -0.14
C 0.434 -5.457 -1.803 0.056 -0.098 -0.034 -0.01
C 1.661 -6.079 -1.717 -0.108 0.032 -0.020 -0.04
C 2.783 -5.330 -1.374 0.004 0.095 0.012 -0.04
C 2.665 -3.977 -1.111 0.084 -0.005 -0.037 0.00
C 1.421 -3.356 -1.157 0.131 0.001 -0.014 -0.29
O 1.407 -2.028 -0.841 -0.022 -0.277 0.111 -0.33
H -2.573 1.626 -0.679 -0.162 0.120 -0.105 0.06
H -5.575 3.060 -1.704 -0.008 0.010 -0.004 0.13
H -7.276 1.800 -2.984 -0.015 0.009 -0.005 0.12
H -6.865 -0.566 -3.610 -0.010 -0.006 -0.007 0.11
H -4.739 -1.640 -2.954 -0.005 -0.011 -0.009 0.11
H -1.804 -4.102 -2.176 -0.015 0.008 0.012 0.15
H -0.441 -6.024 -2.099 -0.012 -0.005 0.006 0.13
H 1.753 -7.133 -1.930 -0.003 -0.019 -0.003 0.12
H 3.754 -5.801 -1.319 0.014 -0.007 0.004 0.12
H 3.532 -3.380 -0.865 0.004 0.010 0.021 0.12
C 0.355 3.134 -1.144 -0.067 -0.012 0.094 -0.15
C -0.007 2.390 -2.419 0.076 -0.030 -0.192 -0.35
Sb 0.631 0.368 -2.506 0.019 0.138 -0.088 1.59
C 2.744 0.310 -2.758 -0.037 -0.041 0.009 -0.38
C 3.294 1.532 -3.486 0.003 0.023 -0.003 -0.16
C -0.247 -0.496 -4.235 0.016 -0.046 0.011 -0.36
C 0.044 0.308 -5.499 0.015 0.021 0.006 -0.15
H 0.023 4.170 -1.216 0.017 0.014 0.005 0.10
H 1.432 3.146 -0.963 -0.014 0.018 -0.010 0.05
H -0.149 2.705 -0.274 -0.003 -0.009 -0.014 0.07
H 0.442 2.860 -3.297 0.020 0.033 0.021 0.07
H -1.084 2.363 -2.576 -0.036 -0.022 0.014 0.06
H 2.938 -0.619 -3.296 0.025 0.015 -0.032 0.07
H 3.178 0.195 -1.767 -0.023 -0.014 0.075 0.04
H 2.893 1.625 -4.495 -0.017 0.008 -0.023 0.07
H 4.378 1.458 -3.573 0.008 -0.008 -0.009 0.09
H 3.072 2.456 -2.952 0.001 0.026 0.005 0.06
H -1.316 -0.577 -4.043 -0.023 0.008 0.057 0.06
H 0.157 -1.508 -4.298 -0.018 -0.011 0.000 0.07
H -0.305 1.338 -5.420 -0.006 0.011 0.000 0.07
H -0.475 -0.143 -6.344 0.006 -0.008 -0.006 0.09
H 1.107 0.320 -5.740 0.019 0.014 0.002 0.07
C -3.060 2.027 4.491 0.006 -0.012 0.012 -0.06
C -2.173 0.996 5.181 -0.014 0.013 -0.002 -0.40
C -0.698 1.372 5.090 0.003 0.017 0.019 -0.07
C -2.441 -0.417 4.662 -0.029 -0.008 0.041 -0.08
N -2.204 -0.540 3.217 0.175 -0.001 -0.018 -0.06
C -1.075 -0.629 2.531 -0.112 0.046 0.002 -0.09
N -1.390 -0.641 1.245 0.373 -0.142 0.159 -0.10
N -2.738 -0.557 1.176 -0.112 -0.083 -0.188 0.06
N -3.223 -0.490 2.343 -0.116 0.017 0.016 0.14
H -2.930 3.004 4.954 0.002 0.016 0.005 0.09
H -4.114 1.760 4.557 -0.024 0.002 0.000 0.09
H -2.804 2.130 3.433 0.001 0.002 -0.020 0.07
H -2.446 0.953 6.239 -0.001 -0.018 -0.013 0.15
H -0.387 1.529 4.052 0.008 -0.007 -0.029 0.06
H -0.058 0.611 5.542 0.037 -0.014 0.010 0.08
H -0.516 2.309 5.615 0.000 0.008 -0.002 0.09
H -3.484 -0.696 4.800 0.016 -0.013 0.002 0.14
H -1.812 -1.157 5.157 0.002 0.012 -0.007 0.14
H -0.094 -0.683 2.962 0.076 -0.004 0.010 0.13
C 3.724 2.601 0.512 0.017 0.015 0.050 -0.05
C 2.948 2.242 1.770 0.031 0.009 0.032 -0.19
N 3.015 0.808 2.072 -0.124 0.039 -0.025 -0.06
C 4.045 0.438 3.056 0.031 -0.046 -0.013 -0.19
C 3.558 0.593 4.487 0.021 0.018 0.011 -0.05
C 2.164 -0.072 1.532 0.057 0.104 0.139 -0.39
C 2.288 -1.501 1.979 -0.009 -0.053 0.010 -0.01
N 1.227 0.276 0.675 0.193 -0.007 -0.022 -0.03
H 3.643 3.666 0.304 0.002 0.025 -0.004 0.09
H 3.354 2.049 -0.351 -0.007 -0.038 -0.084 0.04
H 4.779 2.361 0.636 0.016 -0.008 -0.019 0.09
H 1.907 2.570 1.723 -0.032 -0.044 -0.051 0.12
H 3.374 2.763 2.627 -0.019 -0.011 -0.007 0.13
H 4.901 1.087 2.871 -0.017 0.000 0.000 0.13
H 4.391 -0.574 2.866 -0.008 -0.012 -0.016 0.12
H 3.201 1.605 4.675 -0.001 0.021 0.006 0.08
H 4.370 0.390 5.183 0.004 -0.011 0.017 0.09
H 2.745 -0.099 4.705 -0.025 -0.011 0.032 0.06
H 3.200 -1.943 1.576 0.005 -0.024 -0.025 0.10
H 1.458 -2.106 1.627 -0.016 0.050 0.008 0.06
H 2.343 -1.568 3.065 0.018 0.011 -0.024 0.09
H 1.263 1.266 0.460 -0.101 -0.059 0.000 0.02